Entry 1:
C30H19Br2Cl3F4FeGeN2P as an isolated structure at a distorted geometry. Source: the Open Molecules 2025 dataset; level of theory: ωB97M-V/def2-TZVPD.

net charge	+3
expectation value of S²	6.2669
LUMO (spin up / spin down)	-11.0259 / -11.3674	eV
max |F|	1.95	eV Å⁻¹
multiplicity	5
E_tot	-323087.4721	eV

Geometry (Å):
1 Fe 0.331 -0.259 1.465
2 F 5.184 0.293 6.152
3 C 4.624 0.142 4.984
4 C 5.261 -0.576 3.981
5 F 6.437 -1.106 4.194
6 C 4.649 -0.730 2.739
7 F 5.300 -1.400 1.806
8 C 3.395 -0.191 2.478
9 P 2.530 -0.293 0.872
10 C 2.956 1.247 0.021
11 C 3.606 2.295 0.675
12 C 3.997 3.417 -0.041
13 C 3.727 3.512 -1.399
14 C 3.047 2.485 -2.047
15 C 2.664 1.356 -1.345
16 C 3.180 -1.643 -0.137
17 C 4.238 -1.354 -1.011
18 C 4.854 -2.385 -1.696
19 C 4.425 -3.694 -1.535
20 C 3.365 -3.981 -0.683
21 C 2.739 -2.961 0.012
22 C 2.790 0.535 3.505
23 Br 1.105 1.354 3.168
24 C 3.376 0.715 4.737
25 F 2.770 1.420 5.673
26 H 3.829 2.239 1.732
27 H 4.529 4.213 0.463
28 H 4.063 4.376 -1.956
29 H 2.839 2.553 -3.108
30 H 2.199 0.529 -1.870
31 H 4.606 -0.345 -1.124
32 H 5.683 -2.160 -2.353
33 H 4.916 -4.497 -2.068
34 H 3.028 -5.001 -0.561
35 H 1.922 -3.196 0.672
36 Br -1.372 7.400 -0.957
37 C -1.502 5.566 -0.716
38 C -2.626 5.025 -0.056
39 C -2.747 3.678 0.112
40 C -1.735 2.797 -0.371
41 C -0.597 3.371 -1.023
42 C -0.482 4.715 -1.197
43 N -1.801 1.455 -0.278
44 C -2.748 0.759 0.495
45 C -3.106 -0.535 -0.168
46 C -4.350 -1.122 -0.160
47 C -4.500 -2.353 -0.796
48 C -3.403 -2.951 -1.401
49 C -2.185 -2.296 -1.377
50 N -2.055 -1.111 -0.772
51 H -3.400 5.690 0.304
52 H -3.638 3.304 0.598
53 H 0.181 2.712 -1.392
54 H 0.373 5.138 -1.707
55 H -3.602 1.325 0.851
56 H -5.190 -0.637 0.320
57 H -5.467 -2.837 -0.816
58 H -3.493 -3.908 -1.894
59 H -1.299 -2.700 -1.852
60 Cl -0.314 0.230 -2.894
61 Ge -0.377 0.070 -0.787
62 Cl -1.842 0.228 2.080
63 Cl 0.426 -2.098 2.378

Atoms 1-2, force components in eV/Å:
0.8 0.4 0.0
0.1 0.0 0.1

---

Entry 2:
One molecule with the formula CH3IO2S2 at a distorted geometry. Source: the Open Molecules 2025 dataset; level of theory: ωB97M-V/def2-TZVPD.

energy above the lowest of the compared OMol25 structures with the same formula, charge and spin	46.9	kcal per mole
LUMO	-1.2130	eV
max |F|	4.49	eV Å⁻¹
E_tot	-34949.4287	eV

Geometry (Å):
1 C 0.360 -0.607 0.215
2 O -0.627 -1.596 0.517
3 O -4.473 -2.218 -0.242
4 S -1.851 -1.951 -0.550
5 S -3.576 -1.388 0.507
6 I -4.154 1.022 -0.006
7 H 0.160 -0.030 -0.579
8 H 1.378 -1.158 0.043
9 H 0.456 0.233 1.036

Atoms 1-2, force components in eV/Å:
2.7 -0.9 3.5
-0.4 0.0 -0.1

---

Entry 3:
C37H27F5N9SSeSr as an isolated structure. Source: the Open Molecules 2025 dataset; level of theory: ωB97M-V/def2-TZVPD.

net charge	-1
energy above the lowest of the compared OMol25 structures with the same formula, charge and spin	0.0	kcal per mole
LUMO	1.8869	eV
max |F|	0.80	eV Å⁻¹
E_tot	-142824.6686	eV

Geometry (Å):
1 Sr 0.095 1.035 1.228
2 S 0.422 -0.465 5.988
3 C 1.456 0.891 6.035
4 C 1.501 1.524 4.828
5 C 0.705 0.952 3.777
6 C 0.060 -0.148 4.306
7 C -0.889 -1.060 3.634
8 C -1.517 -2.113 4.315
9 C -2.392 -2.942 3.646
10 C -2.657 -2.720 2.302
11 C -2.018 -1.653 1.698
12 N -1.163 -0.858 2.334
13 H 1.978 1.148 6.944
14 H 2.109 2.411 4.688
15 H -1.310 -2.274 5.364
16 H -2.865 -3.762 4.174
17 H -3.318 -3.351 1.726
18 H -2.182 -1.432 0.646
19 C 3.480 -1.623 -3.108
20 C 2.160 -1.686 -2.678
21 C 1.617 -0.621 -1.974
22 C 2.391 0.507 -1.726
23 C 3.706 0.581 -2.154
24 C 4.247 -0.495 -2.844
25 N 1.741 1.548 -0.966
26 N 2.127 2.693 -1.252
27 C 1.504 3.786 -0.518
28 C 1.875 5.022 -1.045
29 C 1.333 6.173 -0.498
30 C 0.449 6.045 0.567
31 C 0.133 4.787 1.073
32 C 0.640 3.580 0.564
33 H 3.912 -2.457 -3.647
34 H 1.542 -2.553 -2.882
35 H 0.589 -0.674 -1.633
36 H 4.286 1.469 -1.941
37 H 5.277 -0.452 -3.178
38 H 2.573 5.065 -1.872
39 H 1.593 7.148 -0.894
40 H 0.008 6.935 1.006
41 H -0.547 4.756 1.924
42 N -3.984 2.035 -0.995
43 C -3.426 1.636 -2.193
44 C -2.221 1.096 -1.875
45 N -2.018 1.161 -0.519
46 C -3.090 1.731 -0.022
47 C -3.264 2.003 1.401
48 N -2.280 1.967 2.261
49 C -2.830 2.241 3.484
50 C -4.169 2.443 3.358
51 N -4.443 2.292 2.013
52 H -4.851 2.527 -0.887
53 H -3.938 1.751 -3.130
54 H -1.509 0.631 -2.531
55 H -2.219 2.259 4.370
56 H -4.940 2.669 4.072
57 H -5.352 2.313 1.592
58 F 0.178 -3.795 -7.577
59 C -0.302 -3.547 -6.350
60 C -0.324 -4.540 -5.385
61 F 0.143 -5.762 -5.683
62 C -0.826 -4.268 -4.124
63 F -0.806 -5.286 -3.251
64 C -1.327 -3.024 -3.750
65 Se -2.004 -2.666 -1.998
66 C -1.281 -2.057 -4.751
67 F -1.733 -0.812 -4.518
68 C -0.788 -2.293 -6.022
69 F -0.778 -1.318 -6.941
70 C 0.928 -3.195 0.645
71 C 2.044 -2.260 0.941
72 N 1.935 -0.981 1.207
73 C 3.214 -0.523 1.429
74 C 4.106 -1.535 1.281
75 N 3.342 -2.642 0.971
76 H 0.241 -2.781 -0.094
77 H 0.359 -3.410 1.551
78 H 1.305 -4.136 0.243
79 H 3.413 0.505 1.685
80 H 5.177 -1.575 1.359
81 H 3.669 -3.570 0.777

Atoms 1-2, force components in eV/Å:
0.4 0.5 -0.5
0.1 0.0 0.3